1.
Formula: C41H75N2O20
Source: OMol25
Level of theory: ωB97M-V with the def2-TZVPD basis set

Element x y z (Å)
1 C 5.77184 -3.14805 1.56096
2 C 6.10423 -2.55942 0.16968
3 C 6.30004 -3.75441 -0.76397
4 C 4.89367 -1.72908 -0.31372
5 C 5.12573 -0.20495 -0.44525
6 C 5.20647 0.35762 0.98461
7 N 4.98828 1.81652 1.03790
8 C 3.90306 0.35407 -1.17585
9 O 3.99621 0.22957 -2.59106
10 C 3.32908 -0.82409 -3.16250
11 C 1.97821 -1.07254 -2.95411
12 C 1.37321 -2.17568 -3.55725
13 C 2.10138 -3.02569 -4.38663
14 C 3.44716 -2.75337 -4.62033
15 C 4.05685 -1.66013 -4.01062
16 C 6.41380 0.02684 -1.21614
17 C 7.64434 -0.77006 -0.73194
18 C 8.35317 -1.41750 -1.92687
19 C 8.64965 0.23900 -0.11418
20 N 7.33049 -1.74070 0.34827
21 O 8.33312 -2.45320 0.70204
22 H 6.41050 -3.99619 1.78334
23 H 4.73040 -3.44730 1.60200
24 H 5.93287 -2.37766 2.31330
25 H 5.44696 -4.41408 -0.60584
26 H 6.27070 -3.47850 -1.81433
27 H 7.18777 -4.32878 -0.52223
28 H 4.57469 -2.14348 -1.26834
29 H 4.04398 -1.86291 0.35213
30 H 4.50584 -0.20607 1.60675
31 H 6.19165 0.16406 1.39759
32 H 5.44996 2.17710 1.86367
33 H 4.00392 1.98648 1.20728
34 H 3.76902 1.41116 -0.96433
35 H 3.02374 -0.15415 -0.77427
36 H 1.41772 -0.42217 -2.29938
37 H 0.32902 -2.34675 -3.34207
38 H 1.60611 -3.87956 -4.82222
39 H 4.01207 -3.40993 -5.26423
40 H 5.10295 -1.45960 -4.18634
41 H 6.65530 1.08828 -1.17013
42 H 6.28555 -0.19297 -2.27145
43 H 7.65106 -1.96563 -2.55168
44 H 8.74893 -0.60893 -2.53612
45 H 9.17834 -2.04624 -1.61063
46 H 9.29427 -0.25315 0.60838
47 H 9.24291 0.72932 -0.87690
48 H 8.08258 0.98191 0.44477
49 C -4.51223 -4.65100 0.51258
50 C -3.23063 -4.59304 1.31385
51 O -2.17561 -5.35803 0.69956
52 C -1.58818 -4.77798 -0.34073
53 O -1.85503 -3.68997 -0.78542
54 O -0.65218 -5.60153 -0.81168
55 C 0.01211 -5.11704 -1.98005
56 H -4.80627 -5.68716 0.33842
57 H -5.31232 -4.14278 1.05044
58 H -4.39130 -4.17176 -0.45803
59 H -3.37681 -5.04611 2.29224
60 H -2.90322 -3.56534 1.46805
61 H 0.41106 -4.11989 -1.81658
62 H -0.67282 -5.11482 -2.82780
63 H 0.83143 -5.80035 -2.18477
64 C -7.83754 -0.31596 2.57093
65 C -6.52998 -0.21843 3.32749
66 O -5.46381 -0.88956 2.63952
67 C -4.94641 -0.22024 1.60958
68 O -5.26506 0.88303 1.24754
69 O -4.00187 -0.97952 1.05815
70 C -3.38855 -0.41918 -0.10793
71 H -8.07903 -1.35905 2.36241
72 H -8.64619 0.12153 3.15679
73 H -7.77987 0.20798 1.61789
74 H -6.62255 -0.71850 4.28994
75 H -6.25682 0.81841 3.51687
76 H -3.00976 0.58142 0.08865
77 H -4.10015 -0.39609 -0.93160
78 H -2.56429 -1.07796 -0.36725
79 C -7.93259 4.42395 8.87420
80 C -8.13418 3.08408 8.20101
81 O -8.00789 3.18170 6.77062
82 C -6.75900 3.26089 6.30987
83 O -5.75403 3.23406 6.96904
84 O -6.82223 3.37171 4.98284
85 C -5.55343 3.51911 4.33894
86 H -8.60945 5.16739 8.45123
87 H -8.12700 4.34029 9.94323
88 H -6.91416 4.78395 8.73582
89 H -9.14739 2.72622 8.37769
90 H -7.44354 2.33276 8.58274
91 H -4.87324 2.72116 4.62949
92 H -5.12076 4.48880 4.57929
93 H -5.73349 3.45982 3.26905
94 C 6.43011 3.91368 -2.93541
95 C 7.67242 4.11171 -2.09550
96 O 8.81227 3.44574 -2.66280
97 C 9.38130 4.06329 -3.69571
98 O 9.04960 5.12010 -4.16537
99 O 10.39770 3.30878 -4.11756
100 C 11.07103 3.82094 -5.26963
101 H 6.25487 2.84845 -3.09870
102 H 5.56117 4.33950 -2.43368
103 H 6.52567 4.38492 -3.91292
104 H 7.53652 3.65911 -1.11428
105 H 7.89422 5.16804 -1.94559
106 H 11.38706 4.84952 -5.11194
107 H 10.42353 3.75903 -6.14290
108 H 11.94336 3.19181 -5.42045
109 C -11.38441 2.30745 5.22194
110 C -10.63474 1.27428 6.03401
111 O -11.44779 0.73666 7.09147
112 C -12.34858 -0.16869 6.71712
113 O -12.51631 -0.58856 5.60191
114 O -13.03121 -0.54482 7.80015
115 C -14.08119 -1.47827 7.53796
116 H -11.78322 3.08606 5.87388
117 H -10.71743 2.76749 4.49285
118 H -12.22268 1.85844 4.69052
119 H -9.78557 1.73960 6.52303
120 H -10.25621 0.46805 5.40516
121 H -13.70872 -2.34169 6.99157
122 H -14.88090 -0.99783 6.97644
123 H -14.45864 -1.79573 8.50558
124 C 1.67367 1.05805 -5.42396
125 C 2.29812 1.88124 -6.52939
126 O 2.30381 1.17585 -7.78091
127 C 1.13995 1.14416 -8.42383
128 O 0.11461 1.66675 -8.07138
129 O 1.30580 0.43753 -9.54410
130 C 0.11360 0.26828 -10.31282
131 H 2.16216 0.08998 -5.35632
132 H 1.76788 1.57160 -4.46695
133 H 0.61590 0.87966 -5.61821
134 H 3.34545 2.07632 -6.30529
135 H 1.80017 2.84350 -6.64854
136 H -0.35641 1.22666 -10.52127
137 H -0.58398 -0.38292 -9.78817
138 H 0.41351 -0.19976 -11.24594

Force components x, y, z for each atom (eV/Å):
0.34 0.46 -0.11
-1.02 -0.50 1.06
-0.21 -0.01 -0.09
0.42 0.36 -0.27
0.07 -1.11 0.05
-0.10 0.47 -0.13
-0.03 -0.33 0.30
0.00 0.48 0.38
-0.37 -0.20 -0.02
0.27 -0.50 -0.25
0.18 -0.30 0.09
0.35 0.32 0.17
-0.13 0.41 0.32
-0.33 0.16 0.20
-0.22 -0.15 -0.12
0.17 0.13 -0.11
1.03 1.39 0.28
-0.40 0.00 0.01
-0.53 -0.32 0.60
-0.05 -1.09 -1.67
0.01 0.35 0.55
0.08 -0.05 0.11
-0.11 -0.19 -0.06
-0.02 -0.02 0.17
-0.11 -0.06 -0.01
0.24 0.05 -0.12
0.24 0.11 -0.03
0.01 0.14 -0.22
-0.04 -0.14 0.16
-0.15 0.12 0.12
0.12 -0.16 -0.03
0.10 0.10 -0.04
-0.04 0.17 -0.15
0.20 0.16 -0.11
-0.16 -0.09 -0.18
-0.15 0.05 -0.01
-0.12 -0.12 -0.14
0.08 -0.10 -0.15
0.15 0.02 -0.06
0.11 0.09 0.04
0.01 0.14 -0.03
-0.33 -0.08 -0.08
0.07 -0.26 0.00
0.05 0.06 -0.12
0.03 -0.14 0.07
0.25 -0.16 -0.17
0.01 0.14 -0.10
0.08 0.24 0.00
0.04 -0.10 -0.22
-0.28 0.18 0.21
0.05 -0.03 0.02
-0.11 -0.08 0.13
0.08 0.15 -0.11
0.00 0.00 -0.01
0.18 -0.05 -0.15
-0.03 0.00 0.09
0.02 0.01 0.04
0.02 0.07 0.04
0.12 -0.12 -0.04
0.04 0.00 -0.12
-0.06 0.03 0.02
-0.02 0.10 0.02
-0.05 -0.09 0.12
0.06 -0.06 -0.23
-0.42 0.13 0.23
0.03 -0.03 0.03
0.06 -0.02 0.06
0.00 0.03 -0.01
0.02 -0.03 -0.01
0.22 -0.06 -0.20
-0.04 -0.01 0.10
0.01 -0.01 0.03
0.01 0.08 0.04
0.19 -0.12 -0.04
0.07 0.02 -0.12
-0.12 0.04 0.04
-0.04 0.10 0.03
-0.07 -0.12 0.09
0.11 0.15 -0.15
-0.06 0.05 0.37
-0.02 -0.03 0.06
-0.05 0.03 -0.06
0.03 -0.02 0.01
-0.02 -0.06 -0.05
0.16 0.02 -0.23
-0.08 -0.04 0.05
-0.02 -0.02 0.00
0.03 -0.07 0.04
-0.02 -0.01 -0.16
0.10 0.04 -0.09
0.02 0.04 0.11
0.05 -0.05 0.09
-0.15 -0.01 0.03
0.03 -0.14 -0.24
-0.34 0.14 0.20
0.04 -0.05 0.04
0.02 -0.03 0.06
-0.01 0.02 -0.03
0.01 -0.02 -0.01
0.15 -0.02 -0.12
-0.07 -0.01 0.10
0.01 -0.03 0.06
0.06 0.09 0.05
0.12 -0.11 -0.03
0.09 0.00 -0.14
-0.08 0.03 0.00
-0.03 0.09 0.01
-0.04 -0.07 0.08
-0.24 -0.04 0.01
0.17 0.22 -0.29
0.05 -0.03 0.05
0.06 -0.01 0.06
-0.02 -0.01 -0.03
-0.01 0.01 0.01
-0.13 -0.12 0.07
0.10 0.04 0.01
0.04 0.01 0.03
0.05 -0.05 -0.04
-0.07 -0.09 0.12
-0.15 -0.09 0.03
0.01 0.05 -0.07
0.04 -0.03 -0.08
0.07 0.08 0.05
-0.21 -0.07 -0.26
0.03 0.22 0.39
0.05 0.00 -0.04
0.07 0.02 -0.02
-0.04 0.00 0.01
0.00 -0.02 -0.01
-0.07 -0.06 -0.16
0.11 -0.01 0.02
0.07 0.00 0.00
-0.01 0.10 0.00
0.05 -0.09 -0.15
-0.10 -0.07 -0.10
-0.02 0.01 0.08
-0.04 0.07 0.04
0.11 -0.02 0.05

- LUMO energy (spin up / spin down) (eV) = 0.3 / 0.3
- gap between HOMO and LUMO (spin up / spin down) (eV) = 8.7135 / 9.2749
- multiplicity = 2

Here are the Mulliken charges for atoms 1 to 4, given in e:
1. C -1.816
2. C 1.985
3. C -2.046
4. C -2.179


2.
Formula: C3H9N4
Source: OMol25
Level of theory: ωB97M-V with the def2-TZVPD basis set

Element x y z (Å)
1 C 0.83794 0.49393 -0.31784
2 C -1.10537 -1.30598 0.04890
3 C 0.11810 -0.57114 0.43814
4 N -1.67338 0.65039 1.82560
5 N -0.49072 0.80684 1.87918
6 N 2.05210 0.97481 0.10722
7 N 0.59359 0.75157 -1.60420
8 H -1.03442 -1.44978 -1.03150
9 H -1.31473 -2.18789 0.54362
10 H -1.87299 -0.55424 0.47066
11 H 0.67298 -1.09672 1.29009
12 H -2.39156 1.29653 2.10866
13 H 2.48857 0.73416 0.92186
14 H 2.63381 1.51060 -0.47225
15 H -0.44848 0.54627 -1.92576
16 H 1.21145 1.27213 -2.26894

Force components x, y, z for each atom (eV/Å):
2.45 -1.58 0.30
-0.30 3.88 -1.10
3.01 -1.10 0.37
2.74 -0.34 1.82
-3.11 0.76 0.73
-2.83 -0.48 -1.24
-4.04 -0.19 -1.68
-0.84 -0.03 -0.04
0.22 -1.87 1.07
0.23 -1.64 -1.92
-0.35 1.39 -1.43
-0.64 1.34 -0.25
0.70 -1.01 2.61
0.39 0.82 -1.07
3.30 0.67 0.56
-0.93 -0.62 1.27

- LUMO energy (spin up / spin down) (eV) = -3.6 / -6.1
- gap between HOMO and LUMO (spin up / spin down) (eV) = 7.6079 / 8.7789
- multiplicity = 3
- ΔE to the lowest compared entry with this formula, charge and spin (eV) = 1.206
- charge = +1

Here are the Mulliken charges for atoms 1 to 4, given in e:
1. C 0.838
2. C -0.985
3. C -0.179
4. N -0.122


3.
Formula: C31H57N4O2P2Pt
Source: OMol25
Level of theory: ωB97M-V with the def2-TZVPD basis set

Element x y z (Å)
1 C -0.67450 -2.32824 -1.42825
2 C 1.57487 -2.22951 -0.71553
3 C -0.42581 -3.51417 -2.12381
4 C 1.78525 -3.54979 -1.19835
5 C 0.79651 -4.16692 -1.93386
6 H -1.21175 -3.92014 -2.75636
7 H 2.76321 -3.99393 -1.00887
8 H 0.96644 -5.14694 -2.38610
9 N 0.28420 -1.74355 -0.70234
10 P -2.28307 -0.64376 0.04941
11 P 2.31683 0.29422 0.25818
12 C -1.99799 -1.59887 -1.50883
13 H -1.93464 -0.87666 -2.33844
14 H -2.81437 -2.29253 -1.75245
15 C -0.16692 1.48762 1.41277
16 O -0.21185 2.45911 2.05718
17 C 2.58823 -1.35568 -0.31594
18 H 3.60892 -1.74337 -0.29425
19 C 3.18909 1.12387 -1.23687
20 C 3.43460 0.56992 1.79021
21 C -3.59371 0.67258 -0.40275
22 C -3.02198 -2.02978 1.11612
23 C 2.73135 2.57979 -1.29136
24 H 2.91171 3.10900 -0.34849
25 H 3.29685 3.08531 -2.08671
26 H 1.66496 2.63280 -1.52792
27 C 4.71889 1.02816 -1.16045
28 H 5.15920 1.57733 -0.32005
29 H 5.05966 -0.01853 -1.14511
30 H 5.10973 1.48083 -2.08785
31 C 2.81287 0.37719 -2.52868
32 H 3.25544 0.91120 -3.38649
33 H 3.20577 -0.65107 -2.52606
34 H 1.73080 0.33061 -2.66756
35 C 3.75091 2.06674 1.93596
36 H 2.83094 2.66001 2.00390
37 H 4.30949 2.21343 2.87146
38 H 4.36883 2.46693 1.12863
39 C 2.69528 0.14748 3.06020
40 H 1.80007 0.75204 3.23567
41 H 2.40361 -0.90644 3.03505
42 H 3.36568 0.29180 3.92212
43 C 4.72580 -0.25833 1.78055
44 H 5.39896 -0.04742 0.94824
45 H 5.28015 -0.01277 2.69968
46 H 4.52366 -1.33503 1.79899
47 C -3.36856 -1.46430 2.50061
48 H -3.83444 -2.27436 3.08378
49 H -2.46272 -1.14336 3.03411
50 H -4.06911 -0.62060 2.47249
51 C -1.99099 -3.14912 1.32409
52 H -1.74488 -3.67254 0.39483
53 H -1.07136 -2.76624 1.78108
54 H -2.42662 -3.87927 2.01983
55 C -4.26544 -2.68748 0.48416
56 H -4.43167 -3.64349 1.00584
57 H -5.17588 -2.09366 0.61595
58 H -4.14415 -2.92291 -0.58089
59 C -3.65590 0.86772 -1.92560
60 H -3.98257 -0.03990 -2.45207
61 H -4.39135 1.65810 -2.14628
62 H -2.68604 1.18823 -2.32301
63 C -3.15116 1.99929 0.23283
64 H -2.21087 2.35110 -0.21129
65 H -3.92851 2.75388 0.03511
66 H -3.03119 1.91187 1.32108
67 C -5.01703 0.34869 0.07186
68 H -5.44633 -0.50494 -0.46857
69 H -5.08814 0.18713 1.15411
70 H -5.64803 1.22200 -0.16403
71 Pt -0.02983 -0.01458 0.38813
72 N -0.40669 1.05053 -1.93498
73 C -0.02638 1.72669 -2.81775
74 C -0.11209 2.69851 -3.95937
75 C 0.98090 2.45124 -5.00102
76 C -1.49566 2.55460 -4.60436
77 C 0.01783 4.12733 -3.43179
78 H 1.97712 2.56135 -4.55458
79 H 0.88313 1.45204 -5.44256
80 H 0.88633 3.19610 -5.80558
81 H -2.29036 2.81665 -3.88860
82 H -1.56113 3.25401 -5.44894
83 H -1.66651 1.53381 -4.97554
84 H -0.03225 4.81661 -4.28523
85 H -0.81117 4.37031 -2.75317
86 H 0.97176 4.28659 -2.91462
87 C -0.09895 -2.00997 6.56387
88 N 0.17121 -2.29474 5.17991
89 C -0.10435 -1.46781 4.14545
90 N -0.84062 -0.33793 4.44653
91 O 0.26703 -1.74086 2.97956
92 H 0.38891 -1.07859 6.88836
93 H 0.28746 -2.82819 7.17521
94 H -1.17845 -1.91895 6.74622
95 H 0.71039 -3.11640 4.92556
96 H -0.77611 0.41841 3.77477
97 H -0.97073 -0.08718 5.41990

Force components x, y, z for each atom (eV/Å):
0.00 0.27 -0.02
-0.46 -0.40 0.06
0.07 -0.13 0.08
0.65 0.61 0.16
-0.40 -0.26 -0.24
0.22 -0.05 0.13
-0.29 -0.02 -0.31
-0.03 0.32 0.18
0.28 -0.97 -0.79
-4.51 -1.67 -2.01
4.52 0.55 -1.67
0.63 0.11 -0.17
0.04 -0.27 0.23
0.23 0.28 0.20
-0.77 6.29 5.56
0.24 -3.11 -2.67
-0.03 -1.49 0.98
-0.19 0.16 -0.04
-0.15 0.15 -0.31
-0.07 0.38 1.24
0.04 0.62 -0.31
0.23 -0.52 1.32
0.15 0.11 -0.10
-0.03 -0.02 -0.30
-0.19 0.02 0.19
0.23 0.16 0.14
0.42 0.03 0.19
-0.08 -0.24 -0.39
-0.05 0.39 0.00
-0.15 -0.13 0.29
-0.17 -0.06 -0.02
-0.15 -0.19 0.33
-0.05 0.41 -0.15
0.35 -0.18 -0.10
-0.11 0.22 -0.29
0.16 0.00 0.04
-0.19 -0.13 -0.20
-0.17 -0.04 0.23
-0.32 -0.24 0.24
0.07 -0.04 0.04
0.05 0.17 -0.01
-0.20 0.02 -0.32
0.34 -0.45 -0.60
-0.17 -0.05 0.20
-0.30 -0.01 -0.18
0.02 0.17 0.07
0.11 0.16 0.18
0.11 0.29 -0.13
-0.38 -0.16 -0.17
0.20 -0.32 0.05
0.42 0.20 -0.06
-0.14 -0.04 0.15
-0.17 -0.19 -0.12
0.09 0.16 -0.21
-0.54 0.22 -0.48
0.21 0.31 -0.08
0.35 -0.24 -0.04
-0.16 -0.01 0.36
0.16 -0.12 -0.17
0.01 0.27 0.13
0.23 -0.23 0.14
-0.35 -0.07 0.00
0.02 0.07 0.10
-0.17 0.03 0.10
0.32 -0.19 0.11
-0.07 0.10 -0.16
-0.31 -0.25 0.20
0.14 0.34 0.20
-0.10 0.05 -0.42
0.31 -0.21 0.05
0.12 -1.57 -1.00
1.64 1.07 -0.83
-2.58 -0.59 1.25
0.58 0.26 -0.45
0.28 -0.26 -0.11
-0.52 -0.42 0.16
0.03 0.32 0.55
-0.19 -0.04 -0.18
0.12 0.20 0.04
-0.02 -0.27 0.31
0.23 -0.09 -0.27
0.11 -0.22 0.24
0.01 0.30 0.03
0.03 -0.23 0.22
0.25 0.00 -0.10
-0.22 0.06 -0.15
-0.25 0.24 0.72
0.25 0.05 -1.37
-0.09 0.13 0.81
0.64 -0.37 -0.23
-0.25 0.62 -0.34
-0.03 -0.26 -0.05
-0.12 0.18 -0.11
0.22 -0.13 0.02
-0.22 0.24 0.14
-0.08 -0.25 0.40
0.02 0.08 -0.31

- LUMO energy (spin up / spin down) (eV) = -8.7 / -13.6
- gap between HOMO and LUMO (spin up / spin down) (eV) = 5.7233 / 3.4260
- multiplicity = 5
- ΔE to the lowest compared entry with this formula, charge and spin (eV) = 0.000
- charge = +3

Here are the Mulliken charges for atoms 1 to 4, given in e:
1. C 0.126
2. C 1.299
3. C -0.623
4. C -0.994